Entry from the OMol25 dataset: a cluster of 12 separate species, C4H31N2O13 in total in a non-equilibrium geometry (wB97M-V/def2-TZVPD).

```
50
Properties=species:S:1:pos:R:3:mulliken_charge:R:1
O 1.1342 2.9547 -0.8060 -0.732
O -2.9990 -1.5079 2.4731 -0.643
O -2.0440 1.0514 1.2599 -0.887
O -1.4986 3.6748 1.0252 -0.811
O -3.4388 -1.2522 -0.9598 -0.717
O -2.3703 -2.3998 -3.2076 -0.685
O -1.6220 3.1631 -1.6124 -0.739
O 0.3712 3.2603 2.7376 -0.637
O -1.2515 0.2737 -1.0726 -0.615
O -0.0704 -1.1673 -2.1631 -0.997
O -0.7538 -3.9772 -1.2678 -0.719
O -0.1744 -0.0167 2.7847 -0.635
O -0.3470 -2.8198 2.0282 -0.587
N 3.6912 0.2286 0.9650 -0.537
N 0.7303 -0.1077 -0.2101 1.135
C 3.2149 0.3768 -0.3399 0.972
C -0.1749 -0.3722 -1.2269 0.877
C 2.0247 -0.6739 -0.2650 -1.556
C 4.0915 -0.0655 -1.4994 -1.695
H -0.9194 3.4167 -2.0187 0.298
H -0.6435 -2.9050 1.1672 0.307
H 2.1773 -1.3100 0.5521 0.380
H -0.4372 -3.1340 -1.6565 0.409
H 3.5602 -0.2008 -2.4749 0.366
H -1.5877 -1.8255 -2.8042 0.325
H 0.3238 0.0839 0.7600 -0.475
H 0.6371 2.3868 3.0491 0.316
H -1.3679 2.2135 -1.4134 0.238
H -2.2006 -2.0343 -4.0447 0.257
H -3.5221 -1.6825 1.7657 0.284
H 4.2146 -0.7097 1.2209 0.208
H -0.8201 -0.5612 3.1603 0.312
H -1.8043 3.5549 0.0980 0.421
H -1.6905 -3.8066 -1.6491 0.404
H 4.0839 1.0305 1.3032 0.189
H -0.0200 3.2795 1.8764 0.192
H 4.5562 -1.0219 -1.4458 0.376
H 0.6955 2.0416 -0.7887 0.089
H -2.2369 0.5478 0.3856 0.496
H 0.5084 -0.7911 2.5533 0.283
H -2.6782 -0.6885 -1.1248 0.339
H -3.5677 -1.8661 -1.7922 0.349
H -2.6755 -0.5321 2.1869 0.412
H -1.1043 -3.2462 2.5243 0.282
H 4.9325 0.6487 -1.5110 0.378
H -1.4939 2.6416 1.3364 0.526
H 1.0934 3.1971 0.1990 0.402
H -1.3023 0.4851 1.5675 0.065
H 2.0076 -1.2151 -1.1585 0.593
H 2.7684 1.3797 -0.4667 0.184
```

Its total charge is -1. The gap between HOMO and LUMO is 9.05 eV. The energy above the lowest of the compared OMol25 structures with the same formula, charge and spin comes out at 110.62 kcal/mol.

Entry from the OMol25 dataset: a cluster of 2 separate species, C4H12O2 in total in a non-equilibrium geometry (wB97M-V/def2-TZVPD).

```
18
Properties=species:S:1:pos:R:3:mulliken_charge:R:1
O 2.7494 -0.5605 0.2320 -0.507
O -2.9419 -0.2339 -0.9091 -0.496
C -3.7781 0.7536 -0.4044 -0.200
C 4.9037 -0.3742 -0.6484 -0.978
C 4.0333 -0.1371 0.5793 -0.170
C -4.9576 0.1872 0.3557 -0.988
H 5.9560 -0.2752 -0.3329 0.319
H -3.3215 1.5267 0.2432 0.235
H 4.0097 0.9474 0.7998 0.221
H -4.0417 1.2334 -1.3666 0.246
H -2.7455 -0.8864 -0.2048 0.299
H 2.1702 -0.6021 1.0214 0.288
H -4.6471 -0.3702 1.2554 0.325
H -5.5213 -0.4944 -0.3034 0.281
H -5.6245 1.0098 0.6641 0.299
H 4.2984 -0.6652 1.5153 0.287
H 4.7450 -1.3975 -1.0281 0.274
H 4.7137 0.3387 -1.4684 0.266
```

Its SMILES is CCO.CCO. The gap between HOMO and LUMO is 10.90 eV. The energy above the lowest of the compared OMol25 structures with the same formula, charge and spin comes out at 20.26 kcal/mol.

Entry from the OMol25 dataset: a cluster of 2 separate species, C25H27BrNO6 in total in a non-equilibrium geometry (wB97M-V/def2-TZVPD).

```
60
Properties=species:S:1:pos:R:3:mulliken_charge:R:1
Br 4.4859 1.0951 2.1896 -0.290
O -5.7030 -4.6934 6.1386 -0.370
O -2.1583 1.8829 3.3204 -0.776
O -4.6995 -1.9719 3.3722 -0.570
O -3.6860 0.3234 2.8244 -0.155
O -6.2576 -3.1548 4.4354 -0.385
O -3.6464 -4.7471 6.9730 -0.588
N 1.3075 -6.6415 7.2220 0.238
C 0.8980 -1.0389 2.5170 -0.503
C -5.9709 0.7066 2.8182 -0.797
C 2.6640 0.6448 2.3867 -0.037
C 1.7193 1.6474 2.6502 -0.490
C -3.9041 -3.5847 4.9001 0.395
C -6.5307 -4.4796 4.9807 1.492
C -4.6443 1.3848 3.0245 -0.250
C -4.9456 -2.8446 4.1860 0.015
C -7.9930 -4.4819 5.3997 -1.728
C 2.2311 -0.6929 2.2995 -0.458
C 0.3965 -5.8680 6.4710 -0.125
C -2.5727 -3.3458 4.6479 -0.285
C -2.4188 0.6832 3.0962 -0.207
C -0.8166 -6.4164 5.9668 -0.201
C -1.4423 -0.3868 3.0714 -0.591
C -4.3557 -4.3911 6.0705 0.325
C -0.0855 -0.0448 2.8700 0.738
C 0.3920 1.3153 2.8799 -0.536
C 2.3474 -7.4518 6.6025 -1.014
C -1.5307 -4.2247 5.1375 0.616
C -1.7491 -5.6224 5.3294 -0.647
C 0.6571 -4.5005 6.1846 -0.226
C -0.2645 -3.7097 5.5180 -0.826
C -6.2856 -5.5685 3.9461 -1.440
C 1.0822 -6.9984 8.6171 -1.017
H 2.0160 2.6882 2.6926 0.389
H -6.7996 1.3101 3.1980 0.415
H -6.1516 0.5542 1.7459 0.249
H -8.1779 -3.6939 6.1230 0.402
H -0.0717 -2.6459 5.3439 0.417
H 0.5659 -2.0759 2.3872 0.292
H 0.7071 -8.0259 8.7088 0.323
H -4.5515 1.7678 4.0493 0.293
H -5.9915 -0.2782 3.3036 -0.003
H 1.6066 -4.0872 6.5271 0.437
H -4.4900 2.1923 2.2911 0.224
H 2.9676 -1.4588 2.0879 0.359
H -0.3285 2.1117 3.0420 0.578
H -2.6810 -6.0717 4.9839 0.323
H -8.2704 -5.4395 5.8415 0.394
H 3.2622 -7.3674 7.1982 0.329
H -8.6098 -4.2913 4.5217 0.396
H -6.9296 -5.3764 3.0725 0.368
H -1.0302 -7.4779 6.1184 0.382
H 2.0349 -6.9258 9.1526 0.345
H -5.2337 -5.5899 3.6207 0.288
H 2.0529 -8.5087 6.5638 0.304
H 2.5444 -7.0964 5.5914 0.303
H 0.3675 -6.3094 9.0674 0.280
H -2.3298 -2.4420 4.1197 0.419
H -6.5430 -6.5502 4.3830 0.392
H -1.8107 -1.3656 2.8238 0.795
```

Its total charge is -1. The gap between HOMO and LUMO is 4.04 eV.

Entry from the OMol25 dataset: a structure of composition C22H24Cl3GeN6O2PTi in a non-equilibrium geometry (wB97M-V/def2-TZVPD).

```
60
Properties=species:S:1:pos:R:3:mulliken_spin:R:1
Ge 2.0960 -4.2060 -0.4535 0.001
Ti 0.4126 -1.2753 -1.7391 0.006
Cl 1.2535 -5.9901 -1.1562 0.000
Cl 1.8747 -2.8750 -2.5311 0.001
Cl -0.1756 -2.9494 -0.2450 0.018
P 0.5622 -0.3056 1.8230 0.432
O 0.5497 0.2350 -5.5790 0.000
O 0.3133 -0.7389 -3.5665 0.002
N -5.0532 -1.3374 -0.1064 0.000
N 0.0290 1.6627 -2.4457 0.000
N -3.7445 -0.6753 -1.9255 0.000
N 0.2528 1.5167 -3.8103 0.000
N -5.9770 -0.9931 -2.1836 0.000
N -1.3769 -0.5671 -1.4344 -0.013
C 3.0083 0.0129 -1.4789 -0.004
C 0.8214 0.5644 4.4581 0.055
C 1.8903 -0.3301 -0.7087 0.007
C 0.3825 0.2893 -4.3043 0.000
C -1.8867 0.8532 2.2462 0.029
C 4.1426 0.5744 -0.9167 0.021
C -1.2215 3.2647 1.0244 -0.010
C -4.9262 -1.0102 -1.3881 0.000
C -2.5498 -0.6575 -1.6065 0.000
C 0.7354 -1.0608 -6.2183 0.000
C 4.2008 0.7983 0.4494 -0.007
C -0.6351 1.0220 1.6473 0.108
C -2.8022 1.8927 2.2228 -0.015
C 3.1206 0.4761 1.2504 0.030
C 1.4058 0.4952 5.7095 -0.013
C 1.1753 -0.3880 3.4946 0.089
C 2.6130 -1.5020 5.0685 -0.018
C -2.4692 3.0983 1.6140 0.040
C -0.3049 2.2244 1.0222 0.018
C 1.9579 -0.0628 0.6878 0.049
C 2.2895 -0.5346 6.0173 0.078
C 2.0528 -1.4374 3.8091 0.070
H -0.0914 -1.7236 -5.9774 0.000
H -0.9136 2.0011 -2.2837 0.000
H -5.8844 -0.7330 -3.1529 0.000
H 3.0151 -0.1915 -2.5451 0.002
H 0.6911 2.3323 -2.0718 0.000
H 2.2861 -2.1881 3.0622 0.002
H 0.1259 1.3581 4.2188 0.005
H 1.1689 1.2479 6.4494 0.001
H 4.9864 0.8292 -1.5444 0.000
H 0.3319 2.3114 -4.4313 0.000
H 0.6721 2.3578 0.5728 0.005
H -5.9512 -1.5714 0.2884 0.000
H -3.1755 3.9179 1.6164 0.002
H -4.2553 -1.3421 0.5040 0.000
H -6.8945 -1.2611 -1.8620 0.000
H 3.1629 0.6651 2.3145 0.007
H 2.7191 -0.5909 7.0086 0.002
H 5.0894 1.2303 0.8904 0.001
H -0.9482 4.2204 0.5963 0.001
H 3.2901 -2.3069 5.3197 0.000
H 1.6785 -1.4975 -5.8983 0.000
H -3.7657 1.7827 2.7045 0.000
H -2.1162 -0.0780 2.7553 -0.001
H 0.7612 -0.8537 -7.2810 0.000
```

Its total charge is +3. The gap between HOMO and LUMO (spin up / spin down) is 6.74 / 6.38 eV. The energy above the lowest of the compared OMol25 structures with the same formula, charge and spin comes out at 15.41 kcal/mol. Its multiplicity is 2.

Entry from the OMol25 dataset: a cluster of 2 separate species, C5H7ClO in total in a non-equilibrium geometry (wB97M-V/def2-TZVPD).

```
14
Properties=species:S:1:pos:R:3:mulliken_charge:R:1
Cl 1.6065 -1.7581 1.2089 -0.210
O 0.5577 0.8065 -1.9104 -0.563
C -1.3721 -0.1088 0.4420 -0.263
C 0.3641 -0.3322 -0.9852 -0.092
C -0.1268 0.3459 1.1595 -0.754
C -1.0855 -0.5779 -0.7707 -0.303
C 1.0283 -0.1883 0.4356 -0.086
H -0.0272 1.5306 1.0884 0.169
H 0.4449 1.8766 -1.0884 0.341
H 1.9182 0.4914 0.4763 0.285
H 0.8939 -1.0702 -1.6324 0.356
H -2.4337 -0.1446 0.8691 0.315
H -1.7907 -1.0469 -1.4992 0.372
H 0.0225 0.1760 2.2066 0.434
```

The gap between HOMO and LUMO is 9.97 eV. The energy above the lowest of the compared OMol25 structures with the same formula, charge and spin comes out at 61.80 kcal/mol.

Entry from the OMol25 dataset: a structure of composition C47H46FGaN7O16 (wB97M-V/def2-TZVPD).

```
118
Properties=species:S:1:pos:R:3:mulliken_charge:R:1
Ga 2.1531 -1.1128 2.3899 0.152
F 3.3351 2.0040 2.7176 -0.307
O -9.0656 3.8385 1.4480 -0.613
O -3.8046 -1.2317 0.6239 -0.570
O -5.3067 -7.7716 3.9361 -0.583
O -3.9688 -1.9145 -1.4073 -0.652
O -2.1681 2.3014 3.2752 -0.674
O -4.3514 -9.0032 2.4539 -0.631
O 6.6338 0.3092 -2.7372 -0.593
O -1.2226 0.9278 1.9024 -0.474
O 1.9730 -1.3472 -2.5134 -0.662
O 4.1428 3.2534 -6.7925 -0.588
O 1.0714 -0.0097 -1.0816 -0.482
O -1.9323 -3.4220 4.7208 -0.641
O 5.3079 4.9197 -6.0820 -0.622
O -1.4861 -1.3037 4.2768 -0.371
O -8.4625 5.1703 -0.1293 -0.624
O 7.3590 1.9881 -3.8684 -0.633
N 1.8174 -0.2550 -2.0012 1.098
N -4.6164 -8.7125 3.6058 1.053
N -1.6818 2.0083 2.2035 1.027
N -8.3486 4.1440 0.5150 1.012
N 7.2823 1.3278 -2.8478 1.133
N 4.3229 4.4381 -6.6074 1.084
N -3.8540 -2.1151 -0.2112 1.215
C 3.2575 5.3648 -7.0422 0.165
C -2.1290 4.3044 1.4202 -0.502
C -3.6628 -3.7482 1.6100 -0.172
C 7.9183 1.0675 -0.4905 -0.424
C -4.0480 -9.5563 4.6746 0.188
C -4.3430 -9.2450 5.9888 -0.395
C 4.1626 2.9553 -3.4103 -0.428
C 3.2960 3.1445 -2.3407 -1.051
C -3.7833 -4.5267 -0.6846 -0.437
C -3.7929 -10.0307 6.9891 -0.413
C 1.7859 0.4295 3.7047 -0.224
C -0.9990 3.6840 -1.0516 -0.535
C -3.2322 -10.6152 4.3225 -0.348
C 2.5165 2.0946 -1.8821 -0.132
C 9.4285 3.4070 -0.6244 -0.461
C -6.1199 1.1571 0.4838 -0.266
C 1.1164 5.7110 -8.0150 -0.470
C -2.0691 5.2641 0.4213 -0.419
C 3.4465 6.7232 -6.8703 -0.364
C 2.1105 4.8367 -7.6046 -0.375
C 8.7479 2.9700 -1.7495 -0.369
C 0.3852 -2.1004 2.2059 -0.013
C 8.6039 1.5187 0.6265 -0.548
C -1.2048 -2.6326 4.1778 0.539
C -3.5838 -6.1022 1.1261 -0.328
C 2.6248 0.8706 -2.5182 -0.136
C -1.0523 2.7125 -0.0637 -0.275
C -3.5706 -5.0603 2.0434 -0.631
C -6.4302 3.5552 -0.9043 -0.392
C 4.2495 1.7178 -4.0348 -0.746
C -3.6916 -5.8338 -0.2339 -0.492
C -7.1389 2.0262 0.8410 -0.499
C 8.0102 1.8045 -1.6565 0.201
C -2.6887 -11.3905 5.3344 -0.440
C -1.5081 4.9540 -0.8111 -0.627
C 0.0521 -2.9910 3.4222 -0.467
C -5.2568 1.4814 -0.5555 -0.376
C 1.2837 7.0808 -7.8596 -0.424
C -1.6228 3.0479 1.1518 -0.117
C -7.2723 3.2103 0.1377 0.043
C 2.4444 7.5850 -7.2876 -0.428
C -2.9672 -11.0984 6.6632 -0.421
C 3.4758 0.6583 -3.5858 -0.530
C -5.4150 2.6765 -1.2465 -0.491
C 9.3584 2.6823 0.5589 -0.378
C -3.7652 -3.5081 0.2530 -0.075
C 2.9494 1.3530 3.9119 -0.582
H -3.6964 -6.6458 -0.9491 0.382
H -1.4653 5.7074 -1.5874 0.414
H 4.9361 1.5791 -4.8564 0.603
H 8.7810 3.5144 -2.6814 0.457
H -3.5042 -7.1218 1.4769 0.286
H 4.7884 3.7702 -3.7549 0.675
H 0.4264 -2.7355 1.3192 0.489
H -3.6450 -2.9325 2.3183 0.513
H 3.8277 0.8024 4.2692 0.264
H 0.5051 7.7585 -8.1844 0.376
H -3.8581 -4.2940 -1.7360 0.470
H -3.4794 -5.2551 3.1036 0.498
H 2.7330 -0.6024 0.9808 -0.122
H 0.8536 -3.0062 4.1742 0.322
H 0.9106 1.0118 3.3930 -0.073
H -2.0427 -12.2208 5.0830 0.362
H 1.8550 2.2057 -1.0357 0.899
H 1.5682 -0.0433 4.6704 0.346
H -0.6534 1.7191 -0.2207 0.648
H -4.0059 -9.8028 8.0247 0.365
H -2.4606 6.2554 0.6077 0.410
H -5.9883 0.2260 1.0177 0.433
H -2.5572 4.5169 2.3887 0.509
H 10.0121 4.3167 -0.6721 0.361
H -4.9816 -8.4045 6.2151 0.453
H 2.0047 3.7675 -7.7110 0.463
H 2.7575 2.1707 4.6225 0.280
H -0.0947 -4.0224 3.0907 0.221
H 0.2095 5.3195 -8.4557 0.373
H 7.3155 0.1719 -0.4611 0.502
H -6.5719 4.4889 -1.4273 0.454
H 3.2385 4.1061 -1.8469 0.402
H -1.3800 -0.8607 3.4208 0.253
H 8.5416 0.9607 1.5506 0.388
H -0.3611 -1.3174 2.0551 -0.511
H -2.5344 -11.7033 7.4492 0.371
H 3.2585 -2.0386 3.1549 -0.491
H 4.3570 7.0883 -6.4195 0.453
H -4.7412 2.9272 -2.0551 0.425
H -4.4615 0.7968 -0.8180 0.415
H 2.5715 8.6521 -7.1644 0.366
H 3.5380 -0.3199 -4.0386 0.504
H -7.8191 1.7970 1.6474 0.448
H -3.0291 -10.8183 3.2819 0.445
H -0.5550 3.4447 -2.0093 0.539
H 9.8911 3.0290 1.4348 0.375
```

Its total charge is -1. The gap between HOMO and LUMO is 5.39 eV.

Entry from the OMol25 dataset: an isolated molecule of C2H5O3P in a non-equilibrium geometry (wB97M-V/def2-TZVPD).

```
11
Properties=species:S:1:pos:R:3:mulliken_charge:R:1
P 0.2695 -0.7645 1.2477 0.714
O 1.5798 -1.4799 1.8647 -0.446
O -0.1783 -2.0386 0.5868 -0.626
O 0.6509 0.4916 0.1583 -0.317
C -0.6037 1.5285 -1.6901 -0.694
C -0.4525 0.6984 -0.6487 0.095
H -1.4327 1.5774 -2.3767 0.275
H 1.8183 -2.0525 1.2226 0.330
H 0.1935 2.1526 -2.1381 0.245
H -0.5565 -0.1905 2.1983 0.139
H -1.2884 0.0775 -0.4248 0.284
```

Its SMILES is C=CO[P@@H](=O)O. The gap between HOMO and LUMO is 10.75 eV. The energy above the lowest of the compared OMol25 structures with the same formula, charge and spin comes out at 33.16 kcal/mol.

Entry from the OMol25 dataset: a structure of composition C10H18N4PtSSbSe4 in a non-equilibrium geometry (wB97M-V/def2-TZVPD).

```
39
Properties=species:S:1:pos:R:3:mulliken_spin:R:1
Pt -0.0718 0.0208 0.7621 0.356
Sb -1.6067 2.6735 0.1021 0.012
Se -0.1253 1.3359 -1.5874 0.515
Se -0.7059 4.9193 0.2953 0.000
Se -3.9350 2.2584 -0.5153 -0.004
Se -1.2280 1.3992 2.4035 0.103
S 5.2083 2.4301 5.1251 0.164
N -2.0699 -0.7687 0.0856 0.063
N 1.1539 -1.9580 -0.0032 0.035
N 1.7202 0.8070 1.3973 0.174
N 4.7535 4.3330 3.3983 0.049
C 4.4348 3.0689 3.7872 0.049
C 3.4516 2.3414 3.0442 0.171
C -2.4437 -2.1797 -0.0048 0.006
C 1.9353 2.1226 1.1824 0.083
C -2.0039 -2.7866 -1.3358 -0.001
C 3.1660 0.9831 3.3071 0.021
C 0.4599 -3.0728 -0.6558 0.002
C -0.5394 -2.5427 -1.6912 0.000
C 2.7465 2.9026 1.9549 0.027
C 2.3172 0.2828 2.4935 0.099
H -0.3653 -1.4715 -1.8149 0.008
H -2.2334 -0.3442 -0.8372 0.000
H -0.3461 -2.9948 -2.6629 0.000
H -0.0496 -3.6601 0.1131 -0.001
H 3.6575 0.4907 4.1333 0.023
H -2.0036 -2.7109 0.8457 -0.003
H 1.7959 -2.3039 0.7078 -0.001
H -2.1941 -3.8620 -1.2957 0.000
H 1.1760 -3.7434 -1.1526 0.002
H -2.7254 -0.2994 0.7212 0.004
H 1.7122 -1.4639 -0.7013 -0.009
H 4.4848 4.6513 2.4829 -0.001
H 2.1019 -0.7622 2.6931 0.021
H 5.5423 4.7768 3.8371 0.000
H 1.4624 2.5773 0.3202 0.014
H -2.6285 -2.3612 -2.1263 0.000
H -3.5356 -2.2932 0.0625 -0.001
H 2.8179 3.9485 1.6990 0.022
```

Its total charge is -1. The gap between HOMO and LUMO (spin up / spin down) is 4.68 / 5.44 eV. The energy above the lowest of the compared OMol25 structures with the same formula, charge and spin comes out at 0.00 kcal/mol. Its multiplicity is 3.